Here is 2 unconnected molecules or ions with the total composition C19H24NO7 from the OMol25 dataset. Energies are from ωB97M-V/def2-TZVPD.

## Properties
**Molar mass**: 378.4 g mol⁻¹
**Net charge**: +1
**E_HOMO**: -11.7 eV
**Total energy**: -1319.55878 a.u.

Last column: natural (NBO) charge in e.
Cartesian coordinates (Å):
O: -7.84 -1.76 0.99  -0.71
O: 5.52 4.21 -3.44  -0.51
O: 5.68 3.12 -1.01  -0.61
O: 3.14 -2.91 1.98  -0.53
O: -6.70 -2.99 2.49  -0.47
O: 1.77 0.76 -2.04  -0.59
O: 1.66 1.78 -4.50  -0.62
N: -3.18 -0.10 0.47  -0.24
C: 2.65 2.15 -3.70  0.30
C: 4.68 2.77 -1.80  0.33
C: 2.23 -0.82 0.93  -0.44
C: -1.15 1.16 1.19  -0.43
C: 2.32 -3.71 1.14  -0.25
C: -5.41 -1.41 1.26  -0.06
C: -4.38 0.37 0.12  0.10
C: -3.08 -1.20 1.22  0.08
C: -6.68 -2.13 1.64  0.75
C: 0.70 -0.63 0.73  -0.42
C: 3.59 3.03 -4.08  -0.37
C: 3.74 1.89 -1.42  -0.37
C: 2.61 -1.62 2.21  -0.05
C: -5.53 -0.26 0.50  -0.19
C: 4.66 3.41 -3.16  0.47
C: -1.97 0.62 -0.01  -0.22
C: 0.36 0.81 1.16  -0.40
C: -4.17 -1.88 1.64  -0.18
C: 2.67 1.54 -2.33  0.48
H: -4.09 -2.79 2.22  0.28
H: -2.32 1.46 -0.61  0.23
H: -1.40 -0.02 -0.69  0.25
H: 1.13 1.14 -3.99  0.50
H: -6.48 0.16 0.19  0.28
H: 0.91 1.53 0.56  0.22
H: 3.59 3.49 -5.06  0.25
H: 2.71 0.16 1.04  0.21
H: -1.59 0.88 2.15  0.22
H: 3.38 -1.08 2.75  0.20
H: 2.68 -3.69 0.10  0.18
H: 1.28 -3.37 1.16  0.15
H: 0.14 -1.41 1.26  0.18
H: 0.72 0.92 2.20  0.22
H: -8.05 -2.44 0.33  0.52
H: 0.56 -0.70 -0.35  0.22
H: 3.75 1.43 -0.45  0.23
H: 2.30 -4.73 1.52  0.20
H: 6.22 3.76 -1.52  0.51
H: -1.21 2.25 1.14  0.23
H: 2.69 -1.27 0.05  0.23
H: -4.42 1.26 -0.50  0.24
H: 1.71 -1.65 2.86  0.14
H: -2.07 -1.51 1.47  0.25